<w>
{"formula": "H66O33", "method": "ωB97M-V/def2-TZVPD", "orbital_gap_ev": 7.89, "e_lumo_ev": -1.49, "molar_mass_g_mol": 594.495, "species": ["O", "H", "H", "O", "H", "H", "O", "H", "H", "O", "H", "H", "O", "H", "H", "O", "H", "H", "O", "H", "H", "O", "H", "H", "O", "H", "H", "O", "H", "H", "O", "H", "H", "O", "H", "H", "O", "H", "H", "O", "H", "H", "O", "H", "H", "O", "H", "H", "O", "H", "H", "O", "H", "H", "O", "H", "H", "O", "H", "H", "O", "H", "H", "O", "H", "H", "O", "H", "H", "O", "H", "H", "O", "H", "H", "O", "H", "H", "O", "H", "H", "O", "H", "H", "O", "H", "H", "O", "H", "H", "O", "H", "H", "O", "H", "H", "O", "H", "H"], "xyz": [[1.372, -5.112, 2.322], [1.610, -5.762, 2.983], [0.919, -4.426, 2.813], [-0.785, 3.050, -3.923], [-1.641, 2.752, -3.615], [-0.697, 2.664, -4.795], [2.639, 3.080, 4.564], [2.029, 3.726, 4.209], [2.490, 2.295, 4.037], [-3.171, -4.565, 1.766], [-2.391, -4.811, 1.267], [-3.006, -3.663, 2.038], [-4.613, 2.108, 1.044], [-4.630, 1.911, 0.108], [-4.830, 1.277, 1.468], [-2.946, 1.125, -3.752], [-2.759, 1.528, -4.600], [-3.623, 0.475, -3.938], [0.416, 3.567, 0.758], [0.654, 3.909, -0.104], [0.183, 2.653, 0.597], [0.697, -1.920, 1.837], [0.991, -1.278, 2.483], [0.410, -2.670, 2.358], [-3.205, 3.788, -2.208], [-3.304, 4.429, -1.505], [-3.457, 2.954, -1.809], [1.027, 1.470, -5.631], [1.314, 1.500, -4.718], [0.458, 0.702, -5.679], [0.111, 0.453, 0.364], [-0.487, -0.247, 0.626], [0.014, 0.508, -0.587], [-0.058, -4.314, -1.982], [0.570, -4.878, -2.434], [-0.171, -4.720, -1.123], [-5.034, -1.040, 2.081], [-5.962, -1.193, 2.259], [-5.014, -0.705, 1.185], [3.755, -0.797, -1.543], [3.340, 0.018, -1.826], [3.029, -1.345, -1.245], [-0.790, -0.465, -5.312], [-1.138, -1.283, -4.956], [-1.382, 0.211, -4.982], [2.090, 0.663, 2.613], [1.842, 1.298, 1.941], [2.782, 0.141, 2.206], [0.827, 4.764, 3.112], [0.757, 4.523, 2.188], [0.466, 5.650, 3.157], [-2.936, -2.132, 3.300], [-2.436, -1.464, 3.769], [-3.703, -1.667, 2.966], [-1.584, -2.188, -2.209], [-2.459, -2.459, -2.486], [-1.046, -2.973, -2.309], [0.878, 3.888, -1.774], [1.775, 3.941, -2.105], [0.336, 3.810, -2.558], [3.818, 3.364, -2.664], [4.581, 3.918, -2.827], [4.144, 2.667, -2.094], [-0.392, -3.410, 3.844], [-0.465, -4.003, 4.593], [-1.280, -3.363, 3.489], [-0.931, 3.448, 4.900], [-1.159, 2.879, 4.164], [-0.391, 4.137, 4.512], [3.078, -1.369, -4.714], [2.610, -0.533, -4.710], [3.865, -1.201, -5.232], [0.523, -0.119, 6.022], [0.043, -0.832, 6.443], [0.019, 0.075, 5.231], [3.961, -1.046, 1.401], [3.991, -1.629, 0.643], [3.886, -1.634, 2.153], [2.638, -3.665, -2.971], [2.722, -2.942, -3.593], [2.334, -3.251, -2.163], [-0.733, 0.393, -2.293], [-1.432, 0.858, -2.754], [-1.009, -0.523, -2.301], [2.564, -4.980, 0.011], [2.565, -4.023, -0.019], [2.119, -5.195, 0.830], [-2.462, 2.810, 2.781], [-2.249, 3.670, 2.417], [-3.193, 2.498, 2.247], [1.974, 1.241, -3.087], [1.070, 1.177, -2.778], [2.294, 2.067, -2.724], [1.593, -2.268, -0.743], [0.892, -1.997, -1.335], [1.247, -2.100, 0.134], [-1.088, 0.355, 3.655], [-0.512, 0.751, 3.001], [-1.756, 1.021, 3.822]], "lowdin_charge": [-0.027, 0.069, 0.000, -0.023, -0.010, 0.034, -0.061, -0.026, -0.014, -0.047, 0.023, -0.023, -0.017, 0.043, 0.020, -0.026, 0.064, 0.085, -0.046, -0.009, 0.013, -0.028, 0.035, 0.000, -0.027, 0.049, 0.011, -0.057, -0.027, -0.023, -0.035, 0.033, -0.006, -0.034, 0.063, 0.062, -0.009, 0.079, 0.052, -0.048, -0.002, -0.031, -0.020, 0.058, 0.003, -0.034, 0.031, -0.002, -0.052, -0.004, 0.062, -0.055, 0.027, -0.015, -0.038, 0.059, -0.010, -0.026, 0.027, 0.021, -0.023, 0.064, 0.058, -0.030, 0.081, 0.023, -0.056, -0.035, -0.011, -0.030, 0.013, 0.055, -0.053, 0.017, -0.026, -0.030, 0.029, 0.055, -0.048, -0.011, -0.033, -0.051, -0.007, -0.007, -0.057, -0.008, -0.040, -0.042, 0.059, 0.000, -0.029, 0.017, 0.007, -0.056, 0.050, 0.013, -0.029, 0.032, 0.029]}


<x>
{"formula": "H66O33", "method": "ωB97M-V/def2-TZVPD", "orbital_gap_ev": 11.01, "e_lumo_ev": 0.00, "molar_mass_g_mol": 594.495, "species": ["O", "H", "H", "O", "H", "H", "O", "H", "H", "O", "H", "H", "O", "H", "H", "O", "H", "H", "O", "H", "H", "O", "H", "H", "O", "H", "H", "O", "H", "H", "O", "H", "H", "O", "H", "H", "O", "H", "H", "O", "H", "H", "O", "H", "H", "O", "H", "H", "O", "H", "H", "O", "H", "H", "O", "H", "H", "O", "H", "H", "O", "H", "H", "O", "H", "H", "O", "H", "H", "O", "H", "H", "O", "H", "H", "O", "H", "H", "O", "H", "H", "O", "H", "H", "O", "H", "H", "O", "H", "H", "O", "H", "H", "O", "H", "H", "O", "H", "H"], "xyz": [[0.717, 0.589, 4.340], [0.495, 1.143, 5.112], [-0.114, 0.208, 4.086], [-1.370, 0.489, -3.628], [-1.151, 0.579, -4.544], [-1.597, -0.417, -3.388], [2.686, 0.046, 2.113], [1.884, 0.035, 1.532], [2.341, 0.197, 2.987], [0.396, -5.605, 2.259], [0.745, -6.306, 2.751], [-0.251, -5.912, 1.589], [-0.191, 7.090, -0.715], [-0.601, 7.779, -1.290], [0.088, 6.374, -1.291], [1.892, -1.565, -2.123], [2.120, -0.706, -2.518], [1.452, -1.308, -1.279], [1.914, 3.095, 0.835], [2.589, 2.656, 1.372], [2.437, 3.658, 0.206], [3.831, -2.656, 1.799], [3.246, -1.889, 1.888], [4.469, -2.557, 1.103], [2.722, 4.843, -1.386], [3.177, 4.658, -2.189], [1.814, 5.096, -1.623], [-0.227, -2.633, 1.994], [-0.977, -3.069, 1.521], [0.655, -3.042, 1.944], [5.426, 0.718, -1.288], [5.305, -0.297, -1.319], [5.123, 0.876, -0.393], [-2.219, 4.924, 0.088], [-2.260, 4.468, 0.997], [-1.781, 5.787, 0.272], [-5.077, 2.635, 0.924], [-4.182, 2.417, 1.240], [-4.927, 3.159, 0.097], [-1.270, -6.629, 0.195], [-0.793, -6.545, -0.692], [-2.166, -6.422, 0.005], [-2.129, -3.685, 0.503], [-1.529, -3.868, -0.252], [-2.857, -3.163, 0.176], [-2.115, 0.233, 4.198], [-2.558, -0.607, 3.850], [-2.375, 0.225, 5.150], [-5.705, 0.239, -0.086], [-6.251, 0.330, -0.859], [-5.696, 1.185, 0.188], [-2.008, -1.651, -2.451], [-2.491, -1.211, -1.669], [-1.526, -2.400, -2.160], [0.131, -4.202, -1.437], [0.819, -4.432, -0.774], [0.581, -3.780, -2.213], [-3.176, -0.843, -0.225], [-2.567, -0.365, 0.240], [-4.031, -0.278, -0.317], [0.976, 2.729, -3.479], [1.479, 2.171, -2.826], [0.387, 2.094, -3.903], [-2.292, 2.340, 1.827], [-2.215, 1.899, 2.678], [-1.576, 1.886, 1.299], [4.662, 1.822, 1.296], [5.418, 2.030, 1.874], [4.180, 1.089, 1.686], [3.570, -6.688, -1.005], [2.994, -7.449, -0.916], [3.287, -6.048, -0.311], [2.867, 0.985, -2.219], [2.663, 1.527, -1.403], [3.854, 0.893, -2.137], [2.082, -4.542, 0.396], [1.638, -5.015, 1.124], [2.721, -3.877, 0.778], [4.417, -2.131, -1.020], [3.495, -1.952, -1.300], [4.760, -2.826, -1.642], [-0.178, 4.777, -2.092], [-0.897, 4.456, -1.506], [-0.011, 3.993, -2.631], [-2.690, -2.493, 3.794], [-3.180, -2.572, 2.942], [-1.859, -2.939, 3.619], [-4.469, 4.501, -1.487], [-3.880, 4.973, -0.845], [-4.944, 5.150, -2.004], [-0.622, 1.770, -0.049], [0.178, 2.359, -0.046], [-1.143, 2.175, -0.770], [0.785, -0.735, 0.438], [0.168, -1.374, 0.847], [0.241, -0.114, -0.076], [-2.354, 2.466, -1.867], [-2.504, 1.730, -2.508], [-2.894, 3.256, -1.999]], "lowdin_charge": [-0.050, 0.059, -0.013, -0.054, 0.037, -0.025, -0.065, 0.031, 0.025, -0.027, 0.034, 0.028, -0.069, 0.068, -0.026, -0.079, 0.020, 0.022, -0.067, 0.010, 0.030, -0.051, 0.014, 0.011, -0.034, 0.037, 0.018, -0.073, 0.002, 0.051, -0.083, 0.065, -0.008, -0.085, 0.091, 0.058, -0.067, 0.018, 0.039, -0.053, 0.094, 0.030, -0.041, 0.033, 0.042, -0.095, 0.047, 0.078, -0.058, 0.047, 0.014, -0.061, 0.039, 0.006, -0.087, 0.000, 0.067, -0.032, -0.007, 0.077, -0.057, 0.035, 0.030, -0.079, 0.017, 0.017, -0.054, 0.076, -0.001, -0.079, 0.020, 0.009, -0.090, 0.076, 0.039, -0.092, 0.013, 0.052, -0.078, 0.011, 0.094, -0.079, 0.025, 0.004, -0.052, 0.069, 0.031, -0.066, 0.036, 0.050, -0.081, 0.056, 0.000, -0.064, 0.023, 0.042, -0.061, 0.056, 0.027]}


Stability summary: most stable <x>, least stable <w>.


<w>
{"formula": "CH11NO4", "method": "ωB97M-V/def2-TZVPD", "orbital_gap_ev": 11.36, "e_lumo_ev": 0.76, "smiles": "C=N.O.O.O.O", "molar_mass_g_mol": 101.102, "species": ["C", "N", "H", "H", "H", "H", "H", "O", "H", "H", "O", "H", "H", "O", "H", "H", "O"], "xyz": [[2.030, 1.161, -0.585], [2.732, 0.179, -0.207], [1.042, 1.179, -0.138], [2.430, 1.900, -1.274], [3.647, 0.161, -0.659], [-1.010, 0.735, 1.286], [-1.334, 0.551, 2.786], [-0.606, 0.592, 2.161], [-2.539, 1.682, -0.830], [-1.936, 0.252, -0.852], [-1.874, 1.124, -0.422], [1.151, -1.125, 0.233], [-0.003, -1.126, 1.187], [0.402, -1.684, 0.502], [-0.805, -1.700, -0.538], [-1.704, -2.330, -1.603], [-1.624, -1.551, -1.046]], "lowdin_charge": [-0.088, 0.017, 0.048, 0.071, 0.049, -0.005, 0.050, -0.065, 0.048, 0.007, -0.066, 0.012, 0.033, -0.053, -0.027, 0.049, -0.081]}


<x>
{"formula": "CH11NO4", "method": "ωB97M-V/def2-TZVPD", "orbital_gap_ev": 10.40, "e_lumo_ev": 0.33, "smiles": "C=N.O.O.O.O", "molar_mass_g_mol": 101.102, "species": ["C", "N", "H", "H", "H", "H", "H", "O", "H", "H", "O", "H", "H", "O", "H", "H", "O"], "xyz": [[0.494, 0.494, 2.041], [-0.287, 0.262, 3.018], [1.037, -0.377, 1.685], [0.769, 1.484, 1.679], [-0.352, 1.105, 3.575], [-3.336, 0.813, 5.522], [-4.451, 1.314, 4.785], [-4.022, 1.488, 5.639], [1.577, -0.492, -4.633], [2.067, 0.962, -4.329], [1.988, 0.293, -5.013], [0.816, 0.857, -1.503], [1.034, -0.504, -2.192], [0.737, -0.093, -1.368], [-0.024, -2.348, -2.662], [1.257, -2.979, -2.938], [0.697, -2.280, -3.306]], "lowdin_charge": [-0.147, 0.004, 0.055, 0.062, 0.026, 0.033, 0.037, -0.072, 0.001, 0.025, -0.053, 0.036, -0.009, -0.066, 0.057, 0.063, -0.050]}


Stability summary: most stable <w>, least stable <x>.